[1]
{
  "formula": "C6H14BNO2",
  "method": "the ωB97M-V functional and the def2-TZVPD basis",
  "orbital_gap_ev": 7.1311,
  "energy_ev": -12707.5188,
  "charge": 0,
  "e_homo_ev": -7.10,
  "species": ["B", "C", "C", "C", "C", "C", "C", "N", "O", "O", "H", "H", "H", "H", "H", "H", "H", "H", "H", "H", "H", "H", "H", "H"],
  "positions_angstrom": [[-0.167811, 1.547521, 1.349179], [1.269412, 0.272915, -0.334780], [0.041297, -0.965350, -0.403745], [1.758917, 0.688445, -1.691832], [-1.039121, -0.553408, -1.467624], [0.902657, -2.229790, -1.064703], [-1.967616, 0.820391, 2.692312], [-0.909798, 1.843806, 2.425610], [0.577392, 1.336651, 0.378962], [-0.340847, -1.121610, 0.796461], [2.090822, -0.046714, 0.226207], [2.483306, 1.471227, -1.504672], [0.886838, 1.141247, -2.252069], [2.326600, -0.081402, -2.065546], [-1.593904, 0.220533, -1.032214], [-1.602482, -1.372577, -1.644950], [-0.593365, -0.001551, -2.421679], [1.694020, -2.299808, -0.435018], [1.129798, -1.780913, -2.014025], [0.185133, -2.944783, -1.105159], [-2.944410, 1.074911, 2.543092], [-1.807558, 0.117342, 1.987611], [-1.756584, 0.525182, 3.774833], [-0.622695, 2.337734, 3.263750]],
  "forces_ev_per_a": [[0.5, -1.5, 0.0], [-2.8, -1.8, -2.1], [3.3, 0.4, -2.1], [-1.9, 3.7, 1.8], [4.1, 3.2, -0.7], [-2.0, 5.3, -0.4], [2.5, 1.1, 3.8], [-1.0, 0.3, 0.7], [0.9, 1.2, -1.0], [-1.6, 0.1, 2.1], [0.9, -0.6, 1.5], [0.3, 0.6, -0.3], [1.4, -0.9, 0.0], [0.7, -1.9, -1.5], [-1.3, 1.0, 0.8], [-1.9, -2.5, -1.0], [-1.0, -1.9, 1.6], [2.4, -1.0, 1.7], [0.5, -0.7, -0.7], [-1.5, -2.7, -0.1], [-2.5, 1.8, 0.0], [0.8, -3.3, -1.7], [-0.7, -0.3, -1.7], [0.1, 0.2, -0.7]]
}

[2]
{
  "formula": "C6H14Br2N3O",
  "method": "the ωB97M-V functional and the def2-TZVPD basis",
  "orbital_gap_ev": 8.8607,
  "energy_ev": -153044.4030,
  "charge": 1,
  "e_homo_ev": -12.51,
  "species": ["N", "C", "N", "C", "C", "C", "N", "O", "H", "H", "H", "H", "H", "H", "H", "H", "H", "H", "Br", "C", "C", "Br", "H", "H", "H", "H"],
  "positions_angstrom": [[3.832104, -1.410953, 1.150538], [2.665791, -1.003765, 0.716261], [1.705661, -1.824428, 0.322665], [0.377627, -1.211847, 0.062142], [0.014120, -0.160589, 1.109894], [1.234202, 0.717756, 1.448465], [2.454784, 0.388918, 0.686115], [2.321134, 0.762820, -0.684506], [4.545743, -0.714133, 1.300076], [4.031946, -2.385044, 1.321154], [1.652254, -2.676536, 0.870856], [0.379076, -0.793922, -0.942863], [-0.348660, -2.024213, 0.064198], [-0.802503, 0.443496, 0.712907], [-0.355222, -0.643582, 2.017133], [1.040205, 1.777167, 1.278230], [1.516747, 0.617733, 2.500551], [2.829504, 1.585446, -0.744568], [-2.918324, -0.996631, -1.206721], [-3.908888, 0.461603, -2.035744], [-3.423548, 1.804194, -1.559667], [-3.940494, 2.170229, 0.275587], [-4.952068, 0.283631, -1.797306], [-3.752898, 0.361451, -3.106832], [-3.857264, 2.595721, -2.165922], [-2.341030, 1.875477, -1.592645]],
  "forces_ev_per_a": [[-0.1, 0.1, 0.1], [0.2, -0.1, -0.5], [-0.6, 0.4, 1.3], [-0.4, -0.2, -0.3], [0.1, 0.1, -0.1], [-0.2, 0.0, 0.2], [0.3, 0.4, -0.1], [-0.2, 0.0, 0.0], [0.0, 0.0, 0.2], [0.2, 0.0, -0.2], [0.2, -0.4, -0.6], [0.1, 0.0, 0.1], [0.1, 0.1, 0.0], [0.0, -0.1, 0.0], [0.0, 0.0, -0.1], [0.1, -0.1, 0.0], [0.0, 0.0, -0.1], [0.0, -0.2, 0.0], [0.0, 0.0, 0.0], [0.0, 0.0, 0.0], [0.0, 0.0, 0.1], [0.1, 0.0, 0.0], [0.0, 0.0, 0.0], [0.0, 0.0, 0.0], [0.0, 0.0, 0.0], [0.0, 0.0, -0.1]]
}

[3]
{
  "formula": "C6H14ClCrO6S",
  "method": "the ωB97M-V functional and the def2-TZVPD basis",
  "orbital_gap_ev": [6.2952, 7.0787],
  "energy_ev": -70504.9850,
  "charge": 1,
  "e_homo_ev": [-13.14, -13.14],
  "spin_multiplicity": 5,
  "species": ["Cr", "Cl", "O", "S", "O", "O", "C", "C", "C", "H", "H", "H", "H", "H", "H", "H", "H", "C", "O", "C", "O", "O", "C", "H", "H", "H", "H", "H", "H"],
  "positions_angstrom": [[-0.797798, -0.162065, -2.157227], [-1.138854, 1.247424, -0.250440], [3.717411, 3.813504, 2.467001], [2.851529, 3.145537, 1.527769], [3.009275, 3.206387, 0.102744], [2.818826, 1.591812, 1.965390], [2.632101, 0.549714, 1.021702], [3.891248, 0.059497, 0.304311], [1.124013, 3.585096, 1.931425], [1.782982, 0.796332, 0.380617], [2.314411, -0.300094, 1.628850], [4.493090, -0.490991, 1.026233], [4.431593, 0.897198, -0.133263], [3.702777, -0.664978, -0.490778], [1.059113, 3.557026, 3.012934], [0.622016, 2.770623, 1.416014], [0.991334, 4.571769, 1.500545], [-1.811095, -2.253631, 0.688900], [-2.822007, -2.823204, -0.141417], [-3.105818, -2.264199, -1.296982], [-2.545000, -1.269088, -1.763317], [-4.050601, -2.922209, -1.850753], [-4.548275, -2.624891, -3.154342], [-1.843015, -1.166474, 0.703489], [-0.838625, -2.653768, 0.386900], [-1.968006, -2.654481, 1.687407], [-5.295514, -3.344774, -3.455942], [-3.709928, -2.579299, -3.852857], [-4.967179, -1.617763, -3.204912]],
  "forces_ev_per_a": [[-1.8, 0.7, 2.4], [0.5, -1.2, -1.9], [-0.5, -0.7, -1.2], [-0.7, 0.4, 1.4], [0.2, 0.0, 0.2], [0.7, 0.6, 0.3], [-0.4, -1.2, -0.3], [0.0, 0.5, 0.2], [2.0, -0.6, -0.6], [0.2, 0.1, -0.3], [-0.3, 0.2, 0.2], [0.3, 0.3, 0.0], [0.2, -0.1, 0.1], [-0.5, 0.1, 0.0], [-0.3, 0.0, 0.0], [-0.7, 0.4, 0.1], [-0.4, 0.0, 0.0], [0.6, -0.2, 0.5], [-0.3, 0.4, -0.5], [0.3, -0.9, 1.4], [1.4, 1.0, -1.2], [-1.0, -0.7, -0.2], [0.6, 1.4, -1.0], [0.0, -0.1, -0.1], [0.0, 0.3, -0.2], [-0.3, 0.1, -0.1], [0.1, -0.3, 0.3], [-0.1, -0.5, -0.1], [-0.2, -0.1, 0.4]]
}

[4]
{
  "formula": "C6H14ClFSi",
  "method": "the ωB97M-V functional and the def2-TZVPD basis",
  "orbital_gap_ev": [4.2890, 4.1657],
  "energy_ev": -29563.5120,
  "charge": 0,
  "e_homo_ev": [-6.35, -6.24],
  "species": ["C", "C", "C", "C", "C", "C", "F", "Si", "Cl", "H", "H", "H", "H", "H", "H", "H", "H", "H", "H", "H", "H", "H", "H"],
  "positions_angstrom": [[-2.992928, -1.036939, -1.001088], [2.178279, 1.937188, 0.404024], [-3.105608, -0.174617, 0.292846], [2.951486, 0.741429, -0.260779], [-2.165983, 0.874015, 0.694076], [2.440766, -0.586188, 0.226269], [0.829792, -1.577394, -1.795984], [0.831089, -1.293310, -0.204706], [0.589017, -3.115222, 0.585847], [-3.422800, -0.430212, -1.833191], [-1.930659, -1.233993, -1.168170], [-3.555793, -2.070686, -0.915105], [2.170236, 1.810726, 1.501032], [2.447418, 2.969471, 0.093905], [1.183814, 1.795048, 0.098761], [-4.235998, -0.003044, 0.367522], [-2.807224, -0.871977, 1.161967], [2.501907, 0.837751, -1.296849], [4.000164, 1.076895, -0.216949], [-1.098191, 0.647997, 0.795021], [-2.522388, 1.596792, 1.415631], [2.490764, -0.690801, 1.260301], [3.222830, -1.202922, -0.204386]],
  "forces_ev_per_a": [[-0.3, -0.6, 0.2], [0.8, -0.5, 0.7], [-1.5, -1.7, 0.4], [-2.6, 3.5, -1.2], [-0.2, -0.4, 0.3], [2.4, 0.0, -1.1], [0.1, 0.1, -0.2], [-1.6, 1.5, -1.0], [0.1, -1.3, 0.7], [0.4, -0.7, 0.4], [-0.2, -0.1, -0.4], [1.0, 2.3, 0.0], [0.2, 0.4, -0.3], [0.3, -0.8, 0.3], [-1.7, 0.0, -0.3], [1.7, 0.5, 0.5], [-0.6, 0.2, -0.7], [1.5, -0.2, 0.5], [-0.1, -1.4, -0.2], [-0.1, -0.1, -0.6], [-0.1, 0.4, -0.2], [0.4, -0.1, 2.1], [0.0, -1.2, 0.1]]
}

[5]
{
  "formula": "C6H14ClN2O2Zn",
  "method": "the ωB97M-V functional and the def2-TZVPD basis",
  "orbital_gap_ev": 4.4916,
  "energy_ev": -74459.1289,
  "charge": 1,
  "e_homo_ev": -11.28,
  "species": ["Zn", "Cl", "C", "C", "O", "N", "C", "H", "H", "H", "H", "H", "H", "H", "C", "C", "O", "N", "C", "H", "H", "H", "H", "H", "H", "H"],
  "positions_angstrom": [[29.080032, 14.912828, 20.507449], [27.071157, 13.945739, 20.635303], [29.490276, 11.918828, 18.355560], [30.433033, 12.395048, 19.392961], [30.295154, 13.516224, 19.945344], [31.378232, 11.552270, 19.791948], [32.324744, 11.825961, 20.856761], [28.482754, 11.809744, 18.758585], [29.789056, 10.982638, 17.891047], [29.414999, 12.672352, 17.567485], [31.233469, 10.595680, 19.509781], [31.917003, 11.582710, 21.839560], [32.518234, 12.897663, 20.896444], [33.257262, 11.308957, 20.659559], [23.319034, 12.001372, 20.892123], [23.034397, 12.873791, 22.085346], [21.997997, 12.754353, 22.714793], [23.971606, 13.786584, 22.396087], [23.783232, 14.801588, 23.412200], [23.744924, 11.055008, 21.229675], [24.012322, 12.437894, 20.167595], [22.399983, 11.810456, 20.344382], [24.840289, 13.830850, 21.895547], [22.723240, 14.968501, 23.583452], [24.161179, 15.777215, 23.094953], [24.304173, 14.531511, 24.331530]],
  "forces_ev_per_a": [[-1.2, -2.1, -0.4], [1.2, 1.1, 0.0], [-0.4, 0.2, -0.7], [-0.1, -1.2, 0.5], [0.5, 1.4, 0.4], [-0.7, 0.5, 0.0], [0.0, 0.6, 0.4], [0.1, 0.0, 0.2], [0.1, 0.0, 0.1], [0.1, 0.0, 0.0], [0.3, 0.0, -0.2], [0.0, -0.4, -0.1], [0.1, -0.1, -0.3], [0.0, -0.1, 0.1], [0.4, -0.2, -0.5], [-0.8, -0.3, -0.1], [0.2, 0.1, 0.0], [0.6, 0.9, 0.1], [0.0, 0.3, 0.1], [-0.1, 0.0, 0.0], [0.1, 0.1, 0.2], [-0.1, -0.1, 0.3], [-0.2, -0.2, -0.2], [0.0, -0.4, 0.2], [0.2, -0.2, -0.3], [-0.3, 0.0, 0.2]]
}

[6]
{
  "formula": "C6H14FIP2",
  "method": "the ωB97M-V functional and the def2-TZVPD basis",
  "smiles": "CCC/C=C(/P)[C@@H](F)P.I",
  "orbital_gap_ev": 8.7154,
  "energy_ev": -35840.2561,
  "charge": 0,
  "e_homo_ev": -8.39,
  "species": ["C", "C", "C", "C", "C", "C", "F", "P", "P", "I", "H", "H", "H", "H", "H", "H", "H", "H", "H", "H", "H", "H", "H", "H"],
  "positions_angstrom": [[-0.795164, -2.715303, 1.036354], [-0.548240, -2.296554, -0.402843], [-1.080402, -0.857321, -0.634578], [-0.179172, 0.017505, -1.412083], [0.154191, 1.888689, 0.490162], [0.206829, 1.242235, -0.935434], [0.827676, 3.117039, 0.371281], [-1.121484, 2.435054, 2.213386], [1.225319, 2.360462, -2.006383], [3.865616, -0.804401, 0.964462], [-0.279692, -2.039586, 1.625484], [-1.936175, -2.658518, 1.097500], [-0.441823, -3.673683, 1.231974], [-0.926080, -3.174422, -1.007509], [0.511309, -2.359559, -0.598469], [-2.050700, -0.883478, -1.290889], [-1.471423, -0.308123, 0.311994], [0.154455, -0.372729, -2.326550], [4.862320, -1.909924, 1.542051], [0.720127, 1.236439, 1.201530], [-2.085947, 3.100106, 1.541181], [-0.655352, 3.772606, 2.330370], [0.899810, 1.553454, -3.129006], [0.144013, 3.330023, -2.213994]],
  "forces_ev_per_a": [[-2.9, 0.7, -2.0], [-0.1, -1.2, -0.1], [-2.8, -0.1, -0.5], [0.0, 2.5, 3.2], [-0.1, -0.3, 1.9], [-0.3, -0.5, -0.2], [0.0, -0.4, 0.1], [1.1, -0.8, -1.5], [-0.7, 0.2, -0.4], [-0.2, 0.1, -0.1], [0.5, 1.4, 1.8], [1.6, -0.2, 0.8], [0.4, -1.8, 0.4], [-0.3, 1.5, 0.0], [0.6, 0.4, -0.1], [1.4, -0.3, 1.1], [1.0, -1.2, -1.2], [0.4, -0.1, -1.3], [0.1, -0.1, 0.1], [0.2, 0.5, -0.9], [-1.7, 0.1, -0.9], [0.9, -0.3, 0.1], [0.1, 0.4, -0.2], [0.8, -0.6, 0.0]]
}